The following is a quantum chemistry calculation of one molecule with the formula C5H7N at a distorted geometry, from OMol25.

HOMO   -0.30674 hartree
SMILES string   Cc1cc[nH]c1
Frontier orbital gap   9.335 eV

```
! wB97M-V def2-TZVPD RIJCOSX def2/J DEFGRID3
* xyz 0 1
C 1.8740 0.0718 0.0441
C 0.4240 -0.0513 -0.0659
C -0.4491 1.1665 -0.1419
C -1.8012 0.6832 0.2163
C -0.4155 -1.1482 -0.1340
H 2.3575 -0.4040 1.0873
H 2.4543 -0.7294 -0.6156
H 2.3250 1.0304 0.0360
H 0.1162 2.2034 -0.3083
H -2.8401 1.1534 -0.2606
H -2.2713 -1.2982 0.3736
H -0.1414 -2.0515 -0.1922
N -1.6326 -0.6261 -0.0388
*
```

Results of the natural (NBO) charge analysis, in e, for atoms 1 through 4: C -0.63; C -0.11; C -0.27; C -0.12

The following is a quantum chemistry calculation of a 2-piece molecular cluster, CH4NO2 overall at a distorted geometry, from OMol25.

<S²>   0.753
HOMO (spin up / spin down)   -0.32770 / -0.42210 hartree
Frontier orbital gap (spin up / spin down)   9.596 / 10.751 eV

```
! wB97M-V def2-TZVPD RIJCOSX def2/J DEFGRID3
* xyz 0 2
O -1.6207 -2.4229 -0.4381
H -0.6664 -2.2808 -0.3213
C 0.6898 1.0660 0.6089
N 1.6580 0.8152 -0.2974
O -0.4408 1.2897 0.3567
H -1.8572 -1.6254 0.0685
H 1.3530 0.4877 -1.1991
H 2.4817 0.3754 0.0846
*
```

Results of the natural (NBO) charge analysis, in e, for atoms 1 through 4: O -0.92; H 0.46; C 0.58; N -0.85

The following is a quantum chemistry calculation of C12H33BBeF4NO8 as an isolated structure at a distorted geometry, from OMol25.

HOMO   -0.41264 hartree
Frontier orbital gap   1.426 eV

```
! wB97M-V def2-TZVPD RIJCOSX def2/J DEFGRID3
* xyz 1 1
Be -1.3157 -3.2255 -2.0617
B 0.6206 0.9708 0.1899
F -0.3879 0.0302 0.3322
F 1.7502 0.5653 0.8783
F 0.9556 1.0263 -1.1532
F 0.1128 2.0957 0.6611
C -4.1079 -2.5116 -0.0707
O -3.6316 -1.8671 -1.2617
C -4.6653 -1.3269 -2.1160
C -4.0153 -0.2468 -3.0320
N -3.2346 -1.0094 -4.0553
C -2.5957 -0.1388 -5.0501
C -1.3331 -0.7134 -5.8481
O -0.2415 -0.8900 -4.9598
C 0.8132 0.1089 -4.9982
H -3.2460 -3.0741 0.2881
H -5.0075 -3.1078 -0.2236
H -4.5740 -1.8282 0.6391
H -5.5494 -0.9525 -1.5999
H -5.1313 -2.1380 -2.6756
H -3.3446 0.3912 -2.4564
H -4.8133 0.4187 -3.3610
H -3.9056 -1.4229 -4.6869
H -2.1655 0.6571 -4.4422
H -3.3510 0.2608 -5.7269
H -1.0593 -0.1876 -6.7628
H -1.4255 -1.7523 -6.1650
H 0.4589 1.1395 -5.0166
H 1.2301 0.1673 -6.0036
H 1.6256 -0.1673 -4.3259
C 4.7122 -3.6269 3.6883
C 3.7302 -4.7398 3.8733
O 3.7831 -5.5178 2.8135
O 6.0367 -4.0801 3.8332
H 4.5713 -2.7367 4.3014
H 4.5719 -3.2527 2.6742
H 2.8118 -4.2736 4.2300
H 4.1030 -5.3905 4.6643
H 4.6422 -5.9422 2.7562
H 6.3902 -4.2460 4.7102
C 3.6374 5.4004 0.2295
C 2.6342 5.7782 -0.8622
O 1.3240 6.0983 -0.4394
O 4.3529 6.5225 0.8057
H 4.4259 4.7971 -0.2205
H 3.2543 4.8709 1.1018
H 2.3914 4.9524 -1.5309
H 3.1400 6.4793 -1.5261
H 0.8984 5.2712 -0.2023
H 4.1281 6.5633 1.7381
C -2.2917 0.5961 4.9987
C -0.8471 0.5099 5.4451
O -0.0494 -0.1564 4.6001
O -2.4559 1.4462 3.9599
H -3.0235 0.9128 5.7419
H -2.6422 -0.3737 4.6455
H -0.6665 -0.0323 6.3733
H -0.2875 1.4312 5.6069
H 0.0876 0.2990 3.7662
H -1.8285 1.1681 3.2886
*
```

Results of the natural (NBO) charge analysis, in e, for atoms 1 through 4: Be 0.99; B 1.31; F -0.59; F -0.57